(1)
This record from the OMol25 dataset describes the molecule C6H6ClF at a distorted geometry. The level of theory is ωB97M-V with the def2-TZVPD basis set.

XYZ file:
```
14
Properties=species:S:1:pos:R:3:forces:R:3
C -1.350349 -1.492966 0.190133 0.83 0.38 -0.08
C -0.472050 -0.510848 0.056868 0.46 -1.07 0.61
C -0.783478 0.837726 -0.513643 -0.37 -0.72 -0.90
C 0.475697 1.588151 -0.336397 0.68 -0.34 -0.40
C 1.406562 0.864386 0.256783 0.64 -0.97 0.78
C 0.978946 -0.580507 0.520242 -0.34 0.89 -0.49
H -1.197967 -2.465255 0.617541 0.24 -0.25 0.13
H -1.114443 0.702295 -1.573923 -0.04 0.62 0.83
H -1.520190 1.290154 0.132654 -0.80 0.28 -0.32
H 0.635668 2.568602 -0.731221 -0.07 0.56 0.13
H 2.380661 1.184027 0.600842 0.07 0.13 -0.31
H 1.122356 -0.897932 1.554143 -0.01 -0.09 -0.23
F -2.584232 -1.349945 -0.283733 -0.83 0.14 -0.17
Cl 2.022822 -1.737887 -0.490295 -0.46 0.46 0.43
```
Forces are in eV/Å.

LUMO energy   0.88 eV
ΔE to the lowest compared entry with this formula, charge and spin   0.1602 eV
HOMO   -9.47 eV
Structure (SMILES)   F/C=C1\CC=C[C@@H]1Cl
Total energy   -21558.0008 eV

List of Mulliken charges in e, atom by atom: number 1, C, carries -0.1987; number 2, C, carries -0.1155; number 3, C, carries -0.3375; number 4, C, carries -0.5196; number 5, C, carries -0.5124; number 6, C, carries -0.0345; number 7, H, carries 0.4222; number 8, H, carries 0.2876; number 9, H, carries 0.2676; number 10, H, carries 0.4334; number 11, H, carries 0.4237; number 12, H, carries 0.3551; number 13, F, carries -0.2494; number 14, Cl, carries -0.2221

***

(2)
This record from the OMol25 dataset describes the molecule C18H19NO9 at a distorted geometry. The level of theory is ωB97M-V with the def2-TZVPD basis set.

XYZ file:
```
47
Properties=species:S:1:pos:R:3:forces:R:3
O -3.183896 -2.822726 -0.372451 0.99 2.10 -0.77
O -0.690500 -2.843519 5.437575 1.08 1.32 -0.25
O -1.307175 2.640745 -3.059223 2.09 -0.15 0.11
O 3.884360 1.390623 -2.421091 -0.10 0.10 -0.03
O -2.503816 -1.715499 -2.255482 0.01 -0.39 0.38
O 0.728586 -1.263541 6.319619 -0.69 -0.64 -0.69
O 0.844469 4.576267 -3.996683 0.38 -1.93 0.88
O -2.516714 -0.665346 -0.226037 -0.46 -0.84 0.20
O 0.042344 -1.106555 4.193056 0.28 0.72 0.74
C -2.755168 -1.810492 -0.912293 -0.56 -1.40 -0.24
C -0.027747 -1.824412 5.301510 -0.49 -1.24 2.10
C -0.102060 2.424368 -2.842837 -2.21 0.25 0.38
C 2.709868 1.731598 -2.483463 1.23 -0.49 0.19
C 2.334798 2.927377 -3.229034 -3.46 0.60 -0.08
C 1.000535 3.326597 -3.390854 2.99 0.68 0.00
C 0.319503 1.325794 -1.932811 0.08 0.03 0.94
C 1.670121 1.022992 -1.749151 -2.22 -0.45 -0.07
C 0.487945 -0.232919 -0.303245 -0.07 -0.78 -0.10
C -0.442822 0.517422 -0.954645 -0.41 1.02 -1.96
C 0.247499 -1.187790 0.790421 -0.40 1.58 1.74
C -0.468672 -0.821197 1.894584 1.37 -0.57 -1.58
N 1.746170 0.010897 -0.831810 1.08 0.31 -0.26
C -2.539391 -2.982147 -2.999638 0.11 -0.43 0.98
C 0.826794 -2.110133 7.509384 0.77 -1.16 -1.16
C -0.375832 5.291083 -3.873101 -0.65 -0.67 0.24
C -1.981755 0.489928 -0.833147 1.28 0.85 -1.58
C -0.579523 -1.720936 3.072656 -1.04 -0.99 -0.88
C 3.008840 -0.618869 -0.414994 0.31 -0.24 -0.80
H 3.140866 3.555908 -3.539167 0.28 0.24 -0.33
H 0.796540 -2.110743 0.780572 0.07 -0.40 0.09
H -0.986173 0.133721 1.937099 0.17 -0.04 -0.05
H -2.453396 -2.824221 -4.070076 0.05 0.72 0.14
H -3.461608 -3.543718 -2.812365 0.16 0.36 0.17
H -1.690810 -3.608517 -2.676324 -0.34 0.31 -0.04
H -0.115380 -2.301029 7.977626 -0.81 -0.03 -0.12
H 1.460980 -1.672822 8.271823 0.25 0.61 -0.47
H 1.278068 -3.089978 7.195030 -0.48 0.87 0.38
H -0.226911 6.297022 -4.211830 0.47 0.41 -0.30
H -1.096216 4.799055 -4.513481 -0.50 0.12 0.14
H -0.722139 5.346864 -2.835890 -0.01 -0.23 -0.17
H -2.419874 0.607035 -1.826873 0.29 -0.08 -0.02
H -2.258827 1.425088 -0.335181 -0.44 -0.63 0.64
H -0.001175 -2.640137 2.875326 -0.67 0.11 0.03
H -1.681520 -1.940279 3.231146 1.37 0.04 0.29
H 3.792257 -0.663581 -1.210795 -1.13 0.30 0.40
H 2.831742 -1.623846 -0.079814 -0.31 -0.46 0.06
H 3.436811 -0.095434 0.406362 0.32 0.61 0.72
```
Forces are in eV/Å.

LUMO energy   -1.30 eV
ΔE to the lowest compared entry with this formula, charge and spin   1.7897 eV
HOMO   -8.70 eV
Structure (SMILES)   COC(=O)OC/C=C/c1c(COC(=O)OC)c2c(n1C)C(=O)C=C(OC)C2=O
Total energy   -38889.4812 eV

List of Mulliken charges in e, atom by atom: number 1, O, carries -0.5909; number 2, O, carries -0.5362; number 3, O, carries -0.6388; number 4, O, carries -0.6280; number 5, O, carries -0.2748; number 6, O, carries -0.3246; number 7, O, carries -0.4113; number 8, O, carries -0.3224; number 9, O, carries -0.2371; number 10, C, carries 0.7104; number 11, C, carries 0.6831; number 12, C, carries 0.7482; number 13, C, carries 0.6690; number 14, C, carries -0.7169; number 15, C, carries 0.2556; number 16, C, carries -0.1994; number 17, C, carries -0.4787; number 18, C, carries 0.2190; number 19, C, carries 1.2515; number 20, C, carries -1.2031; number 21, C, carries 0.1693; number 22, N, carries 0.2386; number 23, C, carries -0.6756; number 24, C, carries -0.6033; number 25, C, carries -0.6579; number 26, C, carries -1.1063; number 27, C, carries -0.6679; number 28, C, carries -1.0112; number 29, H, carries 0.4581; number 30, H, carries 0.2770; number 31, H, carries 0.4187; number 32, H, carries 0.2496; number 33, H, carries 0.2899; number 34, H, carries 0.2897; number 35, H, carries 0.2828; number 36, H, carries 0.2428; number 37, H, carries 0.2683; number 38, H, carries 0.2523; number 39, H, carries 0.2864; number 40, H, carries 0.3025; number 41, H, carries 0.5595; number 42, H, carries 0.4890; number 43, H, carries 0.3091; number 44, H, carries 0.3090; number 45, H, carries 0.3460; number 46, H, carries 0.3417; number 47, H, carries 0.3674

***

(3)
This record from the OMol25 dataset describes the ion C9H10ClN4O3 with charge +1 at a distorted geometry. The level of theory is ωB97M-V with the def2-TZVPD basis set.

XYZ file:
```
27
Properties=species:S:1:pos:R:3:forces:R:3
C 2.681808 2.487014 0.958283 -0.14 0.38 -0.97
C 1.766972 1.493118 0.222186 -0.38 -0.52 0.35
C 1.164885 0.395618 1.178023 0.38 0.75 -0.90
Cl 2.513956 -0.676100 1.685126 -0.47 0.03 0.06
C 0.095819 -0.341578 0.390083 -0.43 -1.15 0.01
C 0.233976 -1.703099 -0.004058 -0.33 2.26 0.66
N -0.751083 -2.233649 -0.698796 1.63 -2.68 -0.32
C -0.584134 -3.672454 -1.066245 -0.96 -0.59 0.24
N -1.859649 -1.710832 -1.125122 -0.78 0.42 -0.20
C -2.073308 -0.469094 -0.795965 0.30 0.83 0.86
N -3.260302 0.208454 -1.193415 1.54 -0.40 -0.69
C -2.943728 0.982243 -2.114942 -0.82 0.94 -0.71
O -2.720078 1.724350 -2.973082 -0.21 -0.75 0.86
C -1.106467 0.239729 -0.015526 0.67 0.64 0.45
O -1.403835 1.536663 0.316529 -0.11 -0.88 -1.55
N -1.512865 1.618973 1.772254 -0.78 0.38 1.56
O -2.274292 2.422666 2.057087 0.46 -0.04 -0.03
H 3.649293 2.039256 1.216595 -0.42 0.08 0.25
H 2.902475 3.309088 0.253315 -0.01 -0.32 0.31
H 2.175905 2.961250 1.814026 0.29 -0.41 -0.13
H 2.287170 0.933226 -0.576484 0.01 0.37 0.34
H 0.914231 1.988414 -0.275256 0.40 0.07 0.34
H 0.743562 0.852712 2.083448 0.20 -0.30 -0.33
H 1.113311 -2.281744 0.279846 -0.43 0.01 -0.28
H 0.353119 -4.070285 -0.667830 -0.13 0.34 -0.32
H -1.406122 -4.216429 -0.572473 0.28 0.23 -0.23
H -0.700622 -3.817498 -2.147615 0.25 0.28 0.36
```
Forces are in eV/Å.

LUMO energy   -4.96 eV
HOMO   -14.26 eV
Total energy   -34109.8476 eV
Net charge   +1

List of Mulliken charges in e, atom by atom: number 1, C, carries -1.2057; number 2, C, carries -0.4083; number 3, C, carries 0.3935; number 4, Cl, carries -0.1834; number 5, C, carries -0.0494; number 6, C, carries -0.6930; number 7, N, carries 0.7704; number 8, C, carries -0.7838; number 9, N, carries -0.8684; number 10, C, carries 0.5021; number 11, N, carries -0.5268; number 12, C, carries 0.6950; number 13, O, carries -0.3213; number 14, C, carries 0.6994; number 15, O, carries -0.3863; number 16, N, carries 0.2443; number 17, O, carries -0.2862; number 18, H, carries 0.3411; number 19, H, carries 0.3646; number 20, H, carries 0.3256; number 21, H, carries 0.3500; number 22, H, carries 0.3438; number 23, H, carries 0.4260; number 24, H, carries 0.3198; number 25, H, carries 0.2878; number 26, H, carries 0.3447; number 27, H, carries 0.3046

***

(4)
This record from the OMol25 dataset describes a structure of composition C5H6O at a distorted geometry. The level of theory is ωB97M-V with the def2-TZVPD basis set.

XYZ file:
```
12
Properties=species:S:1:pos:R:3:forces:R:3
C 0.480393 -2.039245 -1.975076 0.33 -0.70 -0.82
C 0.094934 -1.064161 -1.008917 -1.19 2.96 3.21
C -0.231976 -0.246301 -0.143957 -0.48 -2.10 0.62
C -0.744676 0.750866 0.862319 -1.61 1.30 3.01
C -0.028527 1.833945 1.949638 1.31 0.88 -0.76
O -0.186436 1.918482 0.573072 0.81 3.32 -1.90
H 0.576878 -1.609384 -2.972700 -0.04 0.04 0.00
H 1.441684 -2.485281 -1.719583 0.03 -0.02 0.03
H -0.258533 -2.839764 -2.021099 0.00 -0.02 -0.03
H -1.626537 1.189583 1.822988 0.45 -3.31 -3.74
H 0.986529 1.819181 2.263387 0.85 -0.74 0.09
H -0.503732 2.772080 2.369929 -0.45 -1.61 0.29
```
Forces are in eV/Å.

LUMO energy   0.92 eV
ΔE to the lowest compared entry with this formula, charge and spin   6.9871 eV
HOMO   -8.25 eV
Total energy   -7322.2974 eV

List of Mulliken charges in e, atom by atom: number 1, C, carries -1.4394; number 2, C, carries 0.9605; number 3, C, carries 0.0920; number 4, C, carries -0.3953; number 5, C, carries -0.5173; number 6, O, carries -0.2792; number 7, H, carries 0.3093; number 8, H, carries 0.2948; number 9, H, carries 0.3011; number 10, H, carries 0.1983; number 11, H, carries 0.2184; number 12, H, carries 0.2568

***

(5)
This record from the OMol25 dataset describes a cluster of 2 separate species, C4H11NO2S in total. The level of theory is ωB97M-V with the def2-TZVPD basis set.

XYZ file:
```
19
Properties=species:S:1:pos:R:3:forces:R:3
C 0.127625 0.223290 -0.514246 -0.90 -0.21 0.35
C -1.079076 -0.035574 -1.428489 -0.03 -0.42 0.74
S -0.967637 0.596730 -3.097258 0.08 -0.10 -0.44
C -0.285630 -0.083287 0.912789 0.08 -0.35 0.50
N 0.254558 -1.189975 1.514067 -0.12 -0.04 0.38
C 0.757552 -2.393408 0.904865 0.14 -0.45 -0.38
O -1.038808 0.639100 1.547598 0.13 0.17 -0.29
H 0.955825 -0.407953 -0.786141 0.48 0.24 -0.36
H 0.371407 1.283218 -0.473680 0.27 -0.11 -0.27
H -1.234694 -1.114783 -1.545818 0.13 0.10 -0.09
H -1.967347 0.307419 -0.906489 -0.16 0.32 -0.17
H -0.711714 1.871358 -2.804909 0.00 0.18 0.14
H -0.044915 -1.310095 2.474780 -0.10 0.24 -0.19
H 1.180132 -2.201268 -0.075173 0.11 0.10 -0.04
H 1.535354 -2.857262 1.511991 0.06 0.23 0.07
H -0.009595 -3.159336 0.762750 -0.19 0.09 0.03
H 0.073968 3.142711 1.133290 0.11 0.00 -0.18
H 1.091116 3.611034 0.031738 -0.28 -0.16 0.55
O 0.991870 3.078085 0.838332 0.18 0.20 -0.33
```
Forces are in eV/Å.

LUMO energy   0.68 eV
ΔE to the lowest compared entry with this formula, charge and spin   0.3659 eV
HOMO   -9.15 eV
Structure (SMILES)   CNC(=O)CCS.O
Total energy   -20746.9375 eV

List of Mulliken charges in e, atom by atom: number 1, C, carries -0.0810; number 2, C, carries -0.6510; number 3, S, carries -0.2141; number 4, C, carries 0.3592; number 5, N, carries -0.1806; number 6, C, carries -0.7953; number 7, O, carries -0.6537; number 8, H, carries 0.2442; number 9, H, carries 0.0990; number 10, H, carries 0.2817; number 11, H, carries 0.4001; number 12, H, carries 0.0983; number 13, H, carries 0.2519; number 14, H, carries 0.2913; number 15, H, carries 0.3057; number 16, H, carries 0.2664; number 17, H, carries 0.3337; number 18, H, carries 0.3065; number 19, O, carries -0.6623

***

(6)
This record from the OMol25 dataset describes a structure of composition H9O4 at a distorted geometry. The level of theory is ωB97M-V with the def2-TZVPD basis set.

XYZ file:
```
13
Properties=species:S:1:pos:R:3:forces:R:3
O -0.184422 -0.979531 0.300270 0.10 0.78 -0.73
H -0.290026 -0.258378 -0.702313 -0.44 -0.77 -0.10
H 0.672254 -0.737040 0.687027 -0.24 -0.07 0.36
H -0.898916 -0.647606 0.892314 0.50 -0.13 0.78
O -1.440118 -0.085831 2.638942 -0.39 -0.56 -0.51
H -1.197317 -0.724046 3.323099 0.16 0.14 0.08
H -2.358993 -0.331483 2.447738 0.00 0.33 0.24
O 1.875475 0.833632 -1.202168 0.47 0.15 0.08
H 2.646447 0.268661 -1.065040 -0.04 -0.06 -0.08
H 2.278102 1.697301 -1.368237 -0.11 0.00 0.06
O -0.633033 0.199420 -1.752932 -0.24 -0.15 0.35
H -0.280125 1.100191 -1.766317 0.20 -0.01 -0.41
H -0.189330 -0.335287 -2.432381 0.01 0.36 -0.11
```
Forces are in eV/Å.

LUMO energy   -3.55 eV
ΔE to the lowest compared entry with this formula, charge and spin   0.8845 eV
HOMO   -16.19 eV
Total energy   -8329.2405 eV
Net charge   +1

List of Mulliken charges in e, atom by atom: number 1, O, carries -0.5832; number 2, H, carries 0.4633; number 3, H, carries 0.3997; number 4, H, carries 0.4229; number 5, O, carries -0.7337; number 6, H, carries 0.3613; number 7, H, carries 0.3612; number 8, O, carries -0.6012; number 9, H, carries 0.3083; number 10, H, carries 0.3108; number 11, O, carries -0.5486; number 12, H, carries 0.4116; number 13, H, carries 0.4278